{
  "formula": "C48H127N9O14",
  "method": "wB97M-V/def2-TZVPD",
  "symbols": ["C", "C", "C", "O", "H", "H", "H", "H", "H", "H", "H", "H", "C", "C", "C", "O", "H", "H", "H", "H", "H", "H", "H", "H", "C", "O", "C", "C", "N", "C", "C", "O", "C", "H", "H", "H", "H", "H", "H", "H", "H", "H", "H", "H", "H", "H", "H", "H", "C", "O", "C", "C", "N", "C", "C", "O", "C", "H", "H", "H", "H", "H", "H", "H", "H", "H", "H", "H", "H", "H", "H", "H", "C", "O", "C", "C", "N", "C", "C", "O", "C", "H", "H", "H", "H", "H", "H", "H", "H", "H", "H", "H", "H", "H", "H", "H", "C", "C", "C", "O", "C", "N", "H", "H", "H", "H", "H", "H", "H", "H", "H", "H", "H", "C", "C", "C", "O", "C", "N", "H", "H", "H", "H", "H", "H", "H", "H", "H", "H", "H", "C", "C", "C", "O", "C", "N", "H", "H", "H", "H", "H", "H", "H", "H", "H", "H", "H", "C", "C", "C", "O", "C", "N", "H", "H", "H", "H", "H", "H", "H", "H", "H", "H", "H", "C", "C", "C", "O", "C", "N", "H", "H", "H", "H", "H", "H", "H", "H", "H", "H", "H", "C", "C", "C", "O", "C", "N", "H", "H", "H", "H", "H", "H", "H", "H", "H", "H", "H"],
  "coordinates": [[0.0013, -4.5884, -2.3459], [-1.3973, -4.0529, -2.7070], [-2.4545, -5.1419, -2.5587], [-1.7025, -2.8803, -1.9190], [0.7761, -3.8245, -2.3415], [0.2449, -5.3934, -3.0433], [0.0022, -5.1045, -1.3808], [-1.4147, -3.6966, -3.7420], [-2.3726, -5.5074, -1.5308], [-2.2411, -5.9843, -3.2146], [-3.4507, -4.7360, -2.7203], [-0.8773, -2.7256, -1.4394], [-0.3233, -0.3511, 1.1862], [0.4313, -0.7257, -0.1023], [1.7808, -0.0780, -0.2468], [0.5953, -2.1383, -0.1509], [-0.4792, 0.7278, 1.1179], [0.3578, -0.5640, 2.0150], [-1.2322, -0.9260, 1.3280], [-0.2353, -0.5339, -0.9531], [2.3639, -0.4748, -1.0767], [2.3362, -0.2757, 0.6770], [1.7729, 1.0128, -0.3158], [1.3469, -2.4047, 0.3993], [7.0803, -2.3358, -1.2427], [5.9531, -2.7628, -0.5067], [4.7760, -2.8066, -1.2935], [3.7501, -3.6661, -0.5961], [3.4200, -3.1502, 0.7283], [2.6767, -4.1130, 1.5445], [2.1609, -3.4961, 2.8488], [3.2196, -3.1982, 3.7251], [2.7691, -2.6639, 4.9649], [6.8438, -1.7251, -2.1191], [7.6565, -3.1809, -1.6311], [7.7033, -1.7429, -0.5738], [4.8551, -3.2480, -2.2925], [4.4418, -1.7627, -1.3465], [4.2234, -4.6592, -0.5802], [2.8014, -3.6557, -1.1382], [4.2921, -2.9340, 1.2003], [3.3324, -4.9580, 1.8035], [1.9336, -4.6422, 0.9416], [1.5267, -4.2634, 3.3113], [1.5051, -2.6452, 2.6318], [2.2143, -3.4108, 5.5386], [2.2521, -1.7188, 4.7847], [3.7119, -2.4695, 5.4778], [2.4871, 10.0612, 4.4100], [3.4253, 9.0467, 4.1306], [3.4482, 8.0207, 5.1028], [4.4081, 6.9501, 4.6282], [4.0175, 6.4930, 3.3053], [5.1469, 5.8916, 2.6008], [4.6811, 5.2525, 1.2815], [4.0046, 4.0283, 1.5657], [3.2047, 3.5071, 0.5102], [2.5450, 10.4125, 5.4475], [1.4673, 9.7110, 4.2312], [2.7967, 10.9041, 3.7944], [2.4339, 7.6069, 5.1988], [3.7149, 8.4634, 6.0688], [4.5054, 6.1040, 5.3124], [5.3866, 7.4533, 4.6038], [3.5611, 7.2136, 2.7636], [5.5448, 5.1762, 3.3241], [5.9716, 6.5680, 2.3394], [5.5564, 5.1288, 0.6387], [4.0050, 5.9663, 0.7997], [2.9887, 2.4882, 0.8150], [3.7190, 3.5912, -0.4537], [2.3213, 4.1409, 0.3701], [-1.6604, 1.1517, -4.2548], [-2.9912, 0.7902, -4.5169], [-3.5035, 1.2276, -5.7638], [-4.9217, 0.6443, -5.8620], [-4.9134, -0.7947, -6.1294], [-6.2527, -1.3414, -6.4233], [-7.0825, -0.5635, -7.4576], [-8.1099, 0.2412, -6.9496], [-8.9211, 0.7667, -7.9822], [-1.4232, 0.8775, -3.2252], [-1.5771, 2.2459, -4.2918], [-0.8877, 0.7373, -4.9084], [-2.8881, 0.9254, -6.6164], [-3.5935, 2.3188, -5.8215], [-5.4502, 1.0983, -6.6976], [-5.3380, 0.8575, -4.8678], [-4.6285, -1.2967, -5.2844], [-6.7974, -1.4335, -5.4752], [-6.0146, -2.3266, -6.8244], [-7.5194, -1.3726, -8.0586], [-6.4078, -0.0355, -8.1426], [-8.2913, 1.3177, -8.6870], [-9.6469, 1.4258, -7.5131], [-9.4494, -0.0237, -8.5239], [-2.0619, -6.0035, 5.3672], [-2.7306, -5.0215, 4.4069], [-1.8831, -4.7971, 3.1576], [-2.4616, -3.6427, 2.5516], [-2.2107, -3.4703, 1.1831], [-4.0664, -5.5357, 4.0638], [-2.5754, -6.0969, 6.3246], [-1.1006, -5.5705, 5.6650], [-1.8820, -6.9998, 4.9614], [-2.8894, -4.0770, 4.9283], [-1.9848, -5.6451, 2.4685], [-0.8261, -4.5394, 3.2905], [-1.1336, -3.6006, 1.0068], [-2.6274, -2.5758, 0.7356], [-2.5360, -4.3279, 0.5719], [-4.3270, -5.0547, 3.2009], [-3.8860, -6.4819, 3.7240], [-2.2988, 1.9211, 6.6190], [-1.6858, 2.1011, 5.2384], [-1.7963, 0.8447, 4.3832], [-1.0247, -0.1465, 5.0356], [-1.2876, -1.4897, 4.6979], [-2.3398, 3.2653, 4.6001], [-2.3103, 2.8803, 7.1374], [-1.8085, 1.1245, 7.1742], [-3.3479, 1.6293, 6.5113], [-0.6359, 2.3917, 5.3488], [-1.4693, 1.0215, 3.3549], [-2.8544, 0.5579, 4.3541], [-2.1853, -1.8942, 5.1665], [-0.4484, -2.0724, 5.0942], [-1.1946, -1.7109, 3.6324], [-2.2761, 4.0014, 5.2948], [-1.7798, 3.5869, 3.8161], [1.4677, 1.6415, 3.5302], [2.0863, 2.6812, 4.4847], [3.5122, 2.2483, 4.8499], [3.5089, 1.1192, 5.7041], [4.8261, 0.6510, 5.9558], [2.1011, 3.9174, 3.7074], [0.4723, 1.9968, 3.2683], [1.3556, 0.6832, 4.0409], [2.0393, 1.4803, 2.6157], [1.4932, 2.8219, 5.3885], [4.0612, 3.1069, 5.2592], [4.0239, 2.0018, 3.9098], [5.3311, 0.3336, 5.0381], [4.7204, -0.1800, 6.6474], [5.4288, 1.4637, 6.3722], [2.5951, 4.7172, 4.0966], [2.7278, 3.7533, 2.9044], [-5.6829, -2.7402, -2.1105], [-4.9710, -1.5034, -2.5786], [-4.3189, -0.6760, -1.4597], [-5.2224, -0.1265, -0.5221], [-4.5835, 0.5542, 0.5210], [-3.9348, -1.8921, -3.5433], [-6.0198, -3.3593, -2.9435], [-6.5924, -2.5290, -1.5432], [-5.0419, -3.3523, -1.4702], [-5.6551, -0.8490, -3.1297], [-3.7887, 0.1745, -1.9153], [-3.4751, -1.2476, -1.0504], [-3.7908, -0.0460, 0.9799], [-5.3569, 0.8610, 1.2241], [-4.1396, 1.4870, 0.1392], [-3.1613, -2.2888, -3.0051], [-3.4841, -1.0633, -3.9273], [0.9552, 2.7461, -2.5693], [0.2175, 4.0113, -2.9397], [0.0324, 5.0192, -1.7960], [-0.6793, 4.5778, -0.6686], [-2.0301, 4.2476, -0.9403], [0.9607, 4.6670, -4.0211], [1.9228, 2.9569, -2.1095], [1.1156, 2.0838, -3.4226], [0.3881, 2.1609, -1.8409], [-0.7639, 3.7598, -3.3619], [-0.3805, 5.9549, -2.1905], [1.0480, 5.2628, -1.4754], [-2.0490, 3.3180, -1.5216], [-2.4746, 5.0624, -1.5200], [-2.5462, 4.0421, -0.0058], [0.5238, 5.4128, -4.5355], [1.3997, 3.9880, -4.6203], [3.5959, -4.6842, -4.1321], [3.1878, -3.8888, -5.3763], [2.8448, -2.4557, -5.0123], [1.6461, -2.3645, -4.2859], [1.5116, -1.1147, -3.6632], [4.3246, -3.9170, -6.3224], [4.5351, -4.3890, -3.6707], [3.5948, -5.7553, -4.3399], [2.7744, -4.5347, -3.4229], [2.3342, -4.3628, -5.8689], [2.7744, -1.8772, -5.9438], [3.6866, -2.0452, -4.4408], [2.3310, -0.8887, -2.9686], [0.6785, -1.1140, -2.9553], [1.3757, -0.2495, -4.3163], [4.2131, -3.2624, -7.0914], [4.3449, -4.8203, -6.7819]],
  "forces_ev_per_a": [[-0.610, -0.570, -0.197], [0.440, 0.022, -0.400], [0.449, 0.442, 0.790], [0.444, -0.792, 0.287], [-0.059, 0.032, -0.199], [0.225, 0.252, -0.248], [-0.202, 0.323, 0.235], [0.250, -0.188, -0.112], [-0.286, -0.098, 0.012], [-0.108, 0.105, -0.195], [-0.039, -0.135, -0.143], [-0.114, 0.373, 0.406], [1.299, 0.331, -0.711], [-0.955, -0.532, 0.117], [0.513, 0.646, 0.709], [-0.030, -0.631, -0.266], [-0.377, -0.010, 0.431], [-0.153, 0.162, 0.195], [-0.131, 0.157, -0.206], [0.164, 0.284, -0.036], [-0.182, -0.049, 0.082], [0.142, -0.187, -0.096], [-0.369, -0.074, -0.193], [0.231, 0.189, -0.097], [0.408, 0.061, -0.014], [0.073, -0.482, -0.593], [-0.785, 0.597, 0.437], [0.055, 0.374, 0.485], [-0.086, -0.047, 0.093], [1.204, -0.325, 0.380], [-0.474, -1.094, -0.488], [-0.222, 0.054, -0.563], [1.174, -0.067, -0.533], [-0.346, 0.146, 0.159], [-0.012, -0.121, 0.173], [0.096, -0.074, -0.039], [0.716, 0.377, 0.156], [-0.303, -0.065, -0.436], [-0.460, -0.269, 0.141], [0.236, -0.349, -0.411], [-0.117, 0.136, 0.140], [0.133, 0.042, 0.312], [-0.580, 0.661, 0.071], [-0.166, -0.003, 0.126], [0.185, 0.338, 0.127], [-0.346, 0.184, -0.075], [-0.304, -0.092, 0.328], [-0.256, 0.201, 0.315], [0.441, 0.095, 0.201], [0.263, -0.037, 0.012], [-0.791, -0.173, 0.124], [0.235, 1.047, -0.373], [0.404, -0.444, 0.002], [-0.838, -0.271, -0.254], [-0.103, -0.064, 1.083], [0.748, 0.305, -0.535], [0.450, 1.131, -0.031], [0.078, -0.187, 0.094], [-0.046, 0.188, -0.209], [-0.495, -0.011, -0.212], [-0.003, -0.074, 0.050], [0.212, -0.256, 0.076], [-0.254, 0.052, 0.116], [0.186, -0.149, -0.052], [0.203, 0.239, 0.121], [0.222, -0.408, -0.457], [-0.085, 0.364, 0.202], [-0.078, -0.406, -0.187], [-0.120, -0.032, -0.143], [-0.257, -0.007, -0.392], [0.287, -0.540, 0.058], [-0.352, -0.355, 0.327], [0.045, 0.952, 0.457], [0.382, -0.234, -0.327], [-0.880, -0.180, -0.391], [0.977, -0.616, 0.198], [-0.111, 0.432, -0.026], [0.539, 0.719, 0.402], [0.333, -1.604, -0.441], [0.162, 0.158, 0.380], [0.354, -0.072, 0.243], [-0.115, -0.239, -0.036], [0.093, -0.070, -0.158], [-0.319, -0.301, -0.282], [0.149, -0.313, 0.135], [0.185, 0.139, 0.365], [-0.145, 0.457, 0.369], [-0.633, 0.350, -0.272], [0.232, 0.067, -0.534], [-0.452, -0.154, -0.248], [-0.516, -0.129, 0.056], [-0.310, 0.203, -0.243], [-0.042, 0.291, 0.058], [-0.164, 0.153, -0.124], [0.019, 0.069, -0.060], [0.018, -0.092, -0.011], [0.667, 0.751, 0.567], [0.089, -0.992, 0.545], [-0.504, 1.203, -0.571], [-1.021, 0.481, -0.079], [1.257, -2.016, -0.544], [0.513, -0.119, -0.865], [-0.456, -0.092, -0.260], [0.178, -0.217, -0.212], [-0.105, 0.045, -0.186], [0.251, 0.124, -0.140], [0.150, -0.183, 0.119], [0.111, -0.470, 0.451], [0.174, 0.982, -0.032], [0.020, 0.225, 0.451], [-0.808, 0.037, 0.225], [-0.345, 0.204, 0.277], [-0.326, -0.112, 0.229], [-0.463, -0.281, -0.464], [0.293, 0.803, -0.106], [-0.439, 0.071, 0.591], [0.104, -0.044, -0.120], [1.188, -0.315, 0.089], [-0.171, -0.364, -0.015], [0.282, -0.148, 0.298], [0.179, 0.252, 0.156], [-0.025, 0.009, -0.072], [0.201, -0.653, 0.156], [0.137, -0.053, -0.035], [-0.059, -0.089, -0.073], [-0.342, 0.223, -0.336], [-0.042, 0.112, 0.371], [-0.729, 0.310, -0.167], [-0.198, 0.203, -0.189], [-0.006, -0.057, -0.027], [-0.530, -0.075, 1.177], [0.709, -0.145, -0.996], [-0.312, -0.038, -0.276], [0.299, 0.219, -0.123], [-0.495, 0.412, -0.148], [0.617, 0.198, -0.695], [0.017, -0.074, -0.207], [-0.011, -0.052, -0.058], [0.216, 0.250, 0.069], [-0.072, -0.197, 0.017], [0.021, -0.089, 0.438], [0.084, -0.066, -0.092], [-0.123, -0.179, -0.101], [0.242, 0.006, 0.064], [0.084, -0.110, 0.292], [-0.227, -0.101, 0.667], [-0.702, 0.067, 0.336], [-0.701, -0.452, 0.470], [0.285, 0.725, -0.268], [0.421, 0.800, -0.567], [-0.204, -1.102, -0.100], [-0.031, 0.634, -0.363], [0.712, -0.104, 0.406], [0.263, 0.086, -0.173], [0.170, 0.252, 0.154], [0.092, 0.021, -0.040], [-0.216, -0.035, 0.184], [-0.111, 0.058, -0.393], [-0.408, -0.372, 0.661], [-0.136, -0.023, 0.205], [0.153, -0.270, 0.208], [0.207, -0.078, 0.021], [-0.318, -0.230, -0.161], [-0.220, 0.188, 0.116], [-0.196, -0.320, 0.682], [-0.706, 0.486, -1.179], [0.802, -0.163, -0.175], [0.125, -0.131, 0.252], [0.635, -0.350, -0.465], [0.919, 0.035, 0.667], [0.047, 0.136, -0.112], [-0.008, 0.154, -0.156], [-0.060, 0.106, 0.038], [-0.102, -0.225, 0.503], [-0.282, -0.032, -0.114], [-0.047, 0.052, 0.282], [-0.304, 0.082, -0.141], [-0.388, -0.107, 0.135], [0.031, 0.351, 0.069], [-0.328, -0.141, 0.032], [-0.080, 0.137, -0.255], [-1.439, -0.216, -0.072], [0.809, -0.457, -0.139], [0.549, 0.085, -0.620], [-0.027, 0.090, 0.118], [-0.174, 0.395, 1.305], [0.033, 0.305, -0.149], [0.016, 0.050, -0.453], [0.283, -0.007, -0.060], [0.226, -0.077, 0.237], [-0.367, 0.075, 0.401], [-0.083, 0.152, 0.019], [-0.014, 0.087, 0.104], [0.475, -0.148, -0.541], [-0.397, -0.423, -0.467], [0.101, -0.208, -0.467], [-0.181, 0.151, 0.168], [0.128, -0.106, 0.212]],
  "mulliken_charge": [-1.385, 0.866, -1.537, 1.127, -0.025, 0.621, 0.192, 0.310, 0.292, 0.449, 0.204, -0.900, 0.012, 1.361, -0.207, 1.618, 0.698, -0.684, -0.538, -0.628, -1.068, 0.425, -0.115, -1.228, -0.825, -0.412, -0.250, 0.198, -0.057, -1.514, 0.728, -0.489, -0.255, 0.320, 0.269, 0.302, 0.102, 0.207, 0.410, -0.400, 0.363, 0.660, 0.362, 0.254, -0.305, 0.249, 0.007, 0.218, -0.747, -0.345, -0.735, -0.604, -0.078, -0.792, -0.681, -0.365, -0.977, 0.299, 0.305, 0.245, 0.362, 0.454, 0.331, 0.441, 0.198, 0.371, 0.418, 0.348, 0.328, -0.033, 0.706, 0.482, -0.538, -0.178, -1.006, -0.241, -0.475, -0.514, -0.920, -0.314, -0.747, -0.156, 0.345, 0.384, 0.403, 0.348, 0.651, 0.104, 0.428, 0.190, 0.436, 0.471, 0.474, 0.316, 0.243, 0.297, -1.461, 0.873, 0.120, -0.377, -0.451, -0.770, 0.407, 0.288, 0.387, -0.083, 0.391, -0.543, 0.243, -0.241, 0.578, 0.326, 0.327, -1.602, 1.503, -0.105, -0.347, -0.877, -0.785, 0.412, 0.297, 0.367, -0.668, -0.397, 0.734, 0.473, 0.300, 0.056, 0.276, 0.300, -1.371, 0.561, -0.744, -0.318, -0.810, -0.672, -0.071, 0.389, 0.468, 0.698, 0.522, 0.275, 0.326, 0.223, 0.362, 0.115, 0.001, -1.931, 1.186, 0.398, -0.499, -0.288, -0.363, 0.471, 0.389, 0.157, 0.355, 0.157, -0.587, -0.012, 0.362, 0.174, -0.266, 0.421, -0.612, 1.370, -1.302, -0.231, -0.397, -0.732, 0.421, 0.339, -0.191, -0.284, 0.410, 0.307, -0.055, 0.392, 0.219, 0.223, 0.184, -1.249, 0.691, -0.865, -0.095, -0.566, -0.761, 0.331, 0.420, 0.129, 0.252, 0.271, 0.348, 0.342, -0.289, 0.516, 0.228, 0.283],
  "lumo_ev": 0.52,
  "homo_lumo_gap_ev": 8.79,
  "charge": 0,
  "total_energy_ev": -93903.792,
  "smiles": "COC[C@H](C)N.COC[C@H](C)N.COC[C@H](C)N.COC[C@H](C)N.COC[C@H](C)N.COC[C@H](C)N.COCCNCCOC.COCCNCCOC.COCCNCCOC.CC(C)O.CC(C)O"
}